ORCA calculation (ωB97M-V with the def2-TZVPD basis set) on a cluster of 2 separate species, C20H31N2O7 in total.

Properties
HOMO energy, Ha: -0.4258
Gap between HOMO and LUMO, eV: 8.191
LUMO, eV: -3.394
Calculated total energy, eV: -38546.177
ΔE to the lowest compared entry with this formula, charge and spin, eV: 2.037

Structure (ORCA input):
```
! RIJCOSX wB97M-V def2-TZVPD def2/J DEFGRID3
* xyz 1 1
C -3.8871 0.2980 -1.3117
O -4.0411 -0.0499 0.0832
C -3.1776 0.7214 0.9418
C -2.0555 -0.2498 1.4815
C -0.5479 0.2427 1.2444
C -0.3084 0.9110 -0.1558
C 1.2006 1.1558 -0.5610
C 1.7421 2.6187 -0.2696
C 2.2429 0.1310 0.0302
C -0.0391 1.1348 2.4861
C -1.2109 1.6980 3.3929
N -0.7452 2.5660 4.5120
C -0.4085 3.6774 4.0634
O -0.0284 4.6085 3.4961
C -2.1393 0.5139 3.8716
N -2.1874 -0.6393 2.9170
C -3.3551 -1.5689 3.1849
C -2.8512 -3.0797 3.1086
O -1.9651 -3.4187 4.1971
H -4.8770 0.6849 -1.7020
H -3.0268 0.9794 -1.5352
H -3.7192 -0.6770 -1.8693
H -3.8387 1.0276 1.8166
H -2.8151 1.6752 0.4833
H -2.1407 -1.2100 0.8855
H 0.0648 -0.7126 1.3170
H -0.7963 1.9381 -0.1113
H -0.8200 0.3683 -0.9977
H 1.2516 1.0378 -1.6846
H 2.7440 2.7182 -0.7934
H 1.0827 3.3949 -0.7685
H 1.9407 2.8372 0.8126
H 3.2710 0.2191 -0.4283
H 2.2955 0.1265 1.1602
H 1.8816 -0.9075 -0.2620
H 0.5899 2.0064 2.1713
H 0.5976 0.4734 3.1553
H -1.8577 2.3588 2.7306
H -3.1959 0.9190 3.9303
H -1.9094 0.1567 4.9180
H -1.3518 -1.2140 3.1346
H -4.1566 -1.4806 2.4013
H -3.7503 -1.3916 4.2193
H -3.7249 -3.7872 3.1631
H -2.2812 -3.2599 2.1469
H -1.0736 -3.4348 3.7979
C 3.3705 -2.2695 -5.7107
C 2.6769 -1.9529 -4.6145
C 3.0678 -0.7996 -3.7490
O 2.3936 -0.5330 -2.7645
C 4.2551 -0.0347 -4.1184
C 4.9539 -0.3520 -5.2143
C 4.5475 -1.4888 -6.0958
O 5.1984 -1.7332 -7.0923
O 6.0513 0.3374 -5.5714
O 1.5892 -2.6603 -4.2384
H 3.0963 -3.1004 -6.3463
H 4.5370 0.7866 -3.4736
H 6.3706 -0.0849 -6.3934
H 1.2702 -2.2322 -3.4218
*
```

Calculated atomic charges, method Löwdin, unit e: -0.083, -0.206, -0.151, -0.175, -0.220, -0.127, -0.390, -0.083, -0.100, -0.067, -0.282, 0.131, -0.294, 0.229, -0.060, -0.084, -0.061, -0.195, -0.065, 0.106, 0.084, 0.102, 0.137, 0.126, 0.171, 0.134, 0.121, 0.121, 0.112, 0.088, 0.088, 0.068, 0.088, 0.079, 0.079, 0.105, 0.136, 0.153, 0.144, 0.162, 0.169, 0.148, 0.149, 0.143, 0.134, 0.096, 0.085, -0.225, -0.290, 0.063, 0.079, -0.223, -0.307, 0.130, 0.117, 0.100, 0.141, 0.136, 0.125, 0.111

---

ORCA calculation (ωB97M-V with the def2-TZVPD basis set) on a structure of composition C20H31N2OPPbSi.

Properties
HOMO energy (alpha / beta), Ha: -0.2287 / -0.2201
Gap between HOMO and LUMO (alpha / beta), eV: 5.867 / 5.940
LUMO (alpha / beta), eV: -0.357 / -0.050
Calculated total energy, eV: -48678.197
ΔE to the lowest compared entry with this formula, charge and spin, eV: 1.925

Structure (ORCA input):
```
! RIJCOSX wB97M-V def2-TZVPD def2/J DEFGRID3
* xyz 0 1
Pb -0.2192 0.1065 -0.6205
Si 2.4701 0.1634 -1.0938
P -0.7495 0.5602 -3.1210
N -0.2445 -1.9444 -0.7260
H -0.4206 3.2379 1.6401
C -2.5138 0.8392 -3.3681
H -2.6816 0.9854 -4.4448
H -2.8367 1.7256 -2.7978
H -3.0789 -0.0327 -3.0008
C 0.1761 2.0201 -3.6736
H -0.1501 2.2090 -4.7078
H 1.2624 1.8351 -3.6291
H -0.0624 2.8834 -3.0255
C -0.2256 -0.9066 -4.0493
H -0.3569 -0.6763 -5.1187
H -0.8448 -1.7693 -3.7504
H 0.8246 -1.1526 -3.8208
C 2.9772 1.9934 -0.8590
H 2.7160 2.3753 0.1420
H 2.5397 2.6730 -1.6095
H 4.0758 2.0318 -0.9625
H 3.2752 -0.6565 -0.1452
H 2.6837 -0.2147 -2.5280
C -0.1413 -3.2013 -0.9748
C -1.2584 -5.3696 -0.8988
C -1.2992 -4.0100 -0.7034
C 1.0684 -3.8298 -1.4658
C 1.0960 -5.1963 -1.6576
C -0.0645 -5.9517 -1.3736
H -2.1526 -5.9659 -0.6833
H -2.1739 -3.4492 -0.3381
H 1.9231 -3.1528 -1.6509
H 2.0095 -5.6774 -2.0251
H -0.0344 -7.0305 -1.5282
C -0.9403 3.2122 0.6799
O -0.6700 1.9628 0.1132
C -2.4321 3.3007 0.9685
H -2.8749 4.2908 0.8370
H -2.6313 2.9745 1.9901
H -2.9954 2.6162 0.3379
C -0.3628 4.3142 -0.1838
H -1.0981 4.6364 -0.9227
H 0.5010 3.9698 -0.7490
H -0.0451 5.1942 0.3800
N 1.2798 -0.2886 1.4400
C 0.9442 -0.2500 2.5802
C 0.6460 -0.2267 3.9689
C -0.6728 -0.0457 4.4133
C -0.9504 0.0519 5.7818
C 0.1190 -0.0497 6.7009
C 1.4496 -0.2456 6.2662
C 1.6920 -0.3386 4.8908
H -1.4633 0.0399 3.6778
H -1.9810 0.2068 6.1288
H -0.0834 0.0204 7.7760
H 2.2817 -0.3230 6.9806
H 2.6988 -0.4742 4.5132
*
```

Calculated atomic charges, method Löwdin, unit e: 0.902, 0.498, 0.664, -0.135, 0.118, -0.259, 0.049, 0.055, 0.057, -0.243, 0.050, 0.040, 0.048, -0.252, 0.050, 0.058, 0.034, -0.324, 0.022, 0.002, 0.012, -0.070, -0.094, -0.460, -0.129, -0.081, -0.064, -0.127, -0.146, 0.098, 0.098, 0.091, 0.098, 0.079, -0.571, -0.516, -0.062, 0.070, 0.066, 0.066, -0.062, 0.071, 0.051, 0.076, 0.055, -0.093, -0.223, -0.019, -0.061, -0.068, -0.062, -0.028, 0.119, 0.111, 0.106, 0.111, 0.119

---

ORCA calculation (ωB97M-V with the def2-TZVPD basis set) on the molecule C20H31N3O2.

Properties
HOMO energy, Ha: -0.2784
Gap between HOMO and LUMO, eV: 8.218
SMILES: CCCCCC(=O)Nc1ccc(N2CCN(C(=O)CCC)CC2)cc1
LUMO, eV: 0.643
Calculated total energy, eV: -29809.614
ΔE to the lowest compared entry with this formula, charge and spin, eV: 1.365

Structure (ORCA input):
```
! RIJCOSX wB97M-V def2-TZVPD def2/J DEFGRID3
* xyz 0 1
C -0.2866 0.6165 -5.4205
C 1.2346 0.6671 -5.3502
C 1.9076 -0.5697 -5.9470
C 1.6239 -1.8803 -5.2126
C 2.1754 -1.9034 -3.7845
C 1.2179 -1.2371 -2.8064
O 0.0200 -1.4073 -2.8576
N 1.8470 -0.4763 -1.8655
C 1.2877 0.2719 -0.8209
C 2.1557 0.8793 0.0843
C 1.6677 1.6328 1.1289
C 0.2934 1.8057 1.3149
C -0.5662 1.2025 0.3977
C -0.0805 0.4492 -0.6540
H -0.7665 -0.0170 -1.3404
H -1.6360 1.2885 0.5014
N -0.1288 2.6088 2.3876
C 0.2778 2.1615 3.7021
H 0.0455 2.9607 4.4109
C -0.4766 0.8608 4.0739
N -1.7595 0.8485 3.4087
C -2.3520 -0.1982 2.7781
O -3.4308 -0.0655 2.2298
C -1.6443 -1.5382 2.8017
C -1.7780 -2.2303 4.1607
C -1.1016 -3.5959 4.1545
H -0.0391 -3.4959 3.9412
H -1.5436 -4.2358 3.3947
H -1.2138 -4.0813 5.1211
H -2.8388 -2.3490 4.3895
H -1.3371 -1.6106 4.9443
H -0.5941 -1.4295 2.5232
H -2.1290 -2.1531 2.0414
C -2.3772 2.1566 3.3200
C -1.5005 3.0772 2.4392
H -1.4858 4.0862 2.8691
H -1.8924 3.1533 1.4269
H -3.3708 2.0249 2.8916
H -2.4755 2.5661 4.3309
H 0.1125 0.0019 3.7554
H -0.6144 0.8061 5.1629
H 1.3518 1.9828 3.7322
H 2.3624 2.1095 1.8038
H 3.2247 0.7648 -0.0371
H 2.8566 -0.4454 -1.8984
H 3.1638 -1.4412 -3.7511
H 2.2727 -2.9428 -3.4584
H 0.5498 -2.0612 -5.1669
H 2.0777 -2.6946 -5.7819
H 2.9895 -0.4060 -5.9682
H 1.5749 -0.6796 -6.9821
H 1.5887 1.5429 -5.9013
H 1.5409 0.7930 -4.3096
H -0.7074 1.5694 -5.1072
H -0.6159 0.4122 -6.4372
H -0.6777 -0.1550 -4.7634
*
```

Calculated atomic charges, method Löwdin, unit e: -0.101, -0.257, -0.218, -0.199, -0.106, -0.485, 0.065, 0.123, -0.226, -0.026, -0.021, -0.235, -0.007, 0.006, 0.105, 0.108, -0.110, -0.137, 0.122, -0.119, -0.052, -0.475, 0.049, -0.123, -0.249, -0.109, 0.072, 0.074, 0.069, 0.118, 0.097, 0.110, 0.127, -0.106, -0.133, 0.119, 0.116, 0.119, 0.124, 0.112, 0.124, 0.111, 0.110, 0.109, 0.138, 0.112, 0.125, 0.107, 0.109, 0.106, 0.109, 0.105, 0.093, 0.071, 0.074, 0.053

---

ORCA calculation (ωB97M-V with the def2-TZVPD basis set) on the molecule C20H31N3O4.

Properties
HOMO energy, Ha: -0.2882
Gap between HOMO and LUMO, eV: 8.367
SMILES: CCOC(=O)C1CCN(c2c(NCCN3CCCC[C@H]3C)c(=O)c2=O)CC1
LUMO, eV: 0.525
Calculated total energy, eV: -33903.398
ΔE to the lowest compared entry with this formula, charge and spin, eV: 1.519

Structure (ORCA input):
```
! RIJCOSX wB97M-V def2-TZVPD def2/J DEFGRID3
* xyz 0 1
C 1.2599 -1.5743 -4.0588
C 0.5820 -2.5420 -3.1007
H 1.3082 -3.0144 -2.4349
H 0.0331 -3.3084 -3.6564
O -0.3300 -1.8573 -2.2374
C -1.5853 -1.7056 -2.6683
O -1.9994 -2.1422 -3.7089
C -2.4201 -0.8875 -1.6992
C -2.1800 0.6019 -1.9999
H -1.1175 0.8278 -1.8838
H -2.4713 0.8253 -3.0266
C -2.9828 1.4729 -1.0280
N -2.6275 1.1272 0.3326
C -1.6069 1.7894 0.9074
C -0.6907 1.5424 1.9335
N -0.3899 0.4792 2.7134
H -0.6563 -0.4223 2.3367
C 0.9089 0.4447 3.3547
H 0.9035 -0.3895 4.0575
H 1.0512 1.3760 3.9040
C 2.0389 0.2958 2.3095
N 1.6108 -0.5697 1.2173
C 1.7787 0.0258 -0.0989
H 1.3497 1.0316 -0.0837
C 3.2415 0.0766 -0.5522
C 3.8290 -1.3323 -0.5460
C 3.6274 -1.9751 0.8248
H 3.9699 -3.0113 0.8092
H 4.2183 -1.4393 1.5709
C 2.1415 -1.9307 1.2143
C 1.8880 -2.6500 2.5355
H 0.8360 -2.5936 2.8040
H 2.1596 -3.6981 2.4342
H 2.4808 -2.2248 3.3409
H 1.5736 -2.4570 0.4330
H 4.8918 -1.3007 -0.7949
H 3.3255 -1.9368 -1.3053
H 3.3038 0.5132 -1.5504
H 3.8101 0.7141 0.1283
H 1.2040 -0.5788 -0.8082
H 2.9444 -0.0606 2.8100
H 2.2525 1.2906 1.9142
C -0.1226 2.8961 1.8379
O 0.7410 3.5070 2.4257
C -1.0671 3.1411 0.6776
O -1.2467 3.9937 -0.1629
C -2.9125 -0.2512 0.6604
H -3.9818 -0.4178 0.4908
C -2.0979 -1.1903 -0.2332
H -1.0334 -1.0312 -0.0537
H -2.3377 -2.2298 -0.0033
H -2.7050 -0.4210 1.7175
H -4.0549 1.3016 -1.1622
H -2.7644 2.5279 -1.1949
H -3.4697 -1.1222 -1.9063
H 1.9856 -2.1096 -4.6640
H 0.5197 -1.1226 -4.7147
H 1.7688 -0.7878 -3.5062
*
```

Calculated atomic charges, method Löwdin, unit e: -0.049, -0.208, 0.113, 0.123, -0.030, -0.474, 0.126, -0.210, -0.096, 0.128, 0.130, -0.122, -0.055, -0.083, -0.114, 0.059, 0.113, -0.149, 0.109, 0.121, -0.155, -0.136, -0.185, 0.119, -0.167, -0.191, -0.153, 0.116, 0.114, -0.371, -0.045, 0.074, 0.081, 0.076, 0.142, 0.110, 0.099, 0.108, 0.113, 0.098, 0.117, 0.116, -0.293, 0.089, -0.277, 0.088, -0.130, 0.132, -0.112, 0.102, 0.129, 0.121, 0.132, 0.120, 0.158, 0.081, 0.081, 0.067

---

What did the second record say?
ORCA calculation (ωB97M-V with the def2-TZVPD basis set) on a structure of composition C20H31N2OPPbSi.

Properties
HOMO energy (alpha / beta), Ha: -0.2287 / -0.2201
Gap between HOMO and LUMO (alpha / beta), eV: 5.867 / 5.940
LUMO (alpha / beta), eV: -0.357 / -0.050
Calculated total energy, eV: -48678.197
ΔE to the lowest compared entry with this formula, charge and spin, eV: 1.925

Structure (ORCA input):
```
! RIJCOSX wB97M-V def2-TZVPD def2/J DEFGRID3
* xyz 0 1
Pb -0.2192 0.1065 -0.6205
Si 2.4701 0.1634 -1.0938
P -0.7495 0.5602 -3.1210
N -0.2445 -1.9444 -0.7260
H -0.4206 3.2379 1.6401
C -2.5138 0.8392 -3.3681
H -2.6816 0.9854 -4.4448
H -2.8367 1.7256 -2.7978
H -3.0789 -0.0327 -3.0008
C 0.1761 2.0201 -3.6736
H -0.1501 2.2090 -4.7078
H 1.2624 1.8351 -3.6291
H -0.0624 2.8834 -3.0255
C -0.2256 -0.9066 -4.0493
H -0.3569 -0.6763 -5.1187
H -0.8448 -1.7693 -3.7504
H 0.8246 -1.1526 -3.8208
C 2.9772 1.9934 -0.8590
H 2.7160 2.3753 0.1420
H 2.5397 2.6730 -1.6095
H 4.0758 2.0318 -0.9625
H 3.2752 -0.6565 -0.1452
H 2.6837 -0.2147 -2.5280
C -0.1413 -3.2013 -0.9748
C -1.2584 -5.3696 -0.8988
C -1.2992 -4.0100 -0.7034
C 1.0684 -3.8298 -1.4658
C 1.0960 -5.1963 -1.6576
C -0.0645 -5.9517 -1.3736
H -2.1526 -5.9659 -0.6833
H -2.1739 -3.4492 -0.3381
H 1.9231 -3.1528 -1.6509
H 2.0095 -5.6774 -2.0251
H -0.0344 -7.0305 -1.5282
C -0.9403 3.2122 0.6799
O -0.6700 1.9628 0.1132
C -2.4321 3.3007 0.9685
H -2.8749 4.2908 0.8370
H -2.6313 2.9745 1.9901
H -2.9954 2.6162 0.3379
C -0.3628 4.3142 -0.1838
H -1.0981 4.6364 -0.9227
H 0.5010 3.9698 -0.7490
H -0.0451 5.1942 0.3800
N 1.2798 -0.2886 1.4400
C 0.9442 -0.2500 2.5802
C 0.6460 -0.2267 3.9689
C -0.6728 -0.0457 4.4133
C -0.9504 0.0519 5.7818
C 0.1190 -0.0497 6.7009
C 1.4496 -0.2456 6.2662
C 1.6920 -0.3386 4.8908
H -1.4633 0.0399 3.6778
H -1.9810 0.2068 6.1288
H -0.0834 0.0204 7.7760
H 2.2817 -0.3230 6.9806
H 2.6988 -0.4742 4.5132
*
```

Calculated atomic charges, method Löwdin, unit e: 0.902, 0.498, 0.664, -0.135, 0.118, -0.259, 0.049, 0.055, 0.057, -0.243, 0.050, 0.040, 0.048, -0.252, 0.050, 0.058, 0.034, -0.324, 0.022, 0.002, 0.012, -0.070, -0.094, -0.460, -0.129, -0.081, -0.064, -0.127, -0.146, 0.098, 0.098, 0.091, 0.098, 0.079, -0.571, -0.516, -0.062, 0.070, 0.066, 0.066, -0.062, 0.071, 0.051, 0.076, 0.055, -0.093, -0.223, -0.019, -0.061, -0.068, -0.062, -0.028, 0.119, 0.111, 0.106, 0.111, 0.119